No. 1
{"formula": "C7H11N3O3", "method": "the ωB97M-V functional and the def2-TZVPD basis", "species": ["C", "C", "C", "C", "C", "C", "C", "N", "N", "N", "O", "O", "O", "H", "H", "H", "H", "H", "H", "H", "H", "H", "H", "H"], "positions_angstrom": [[-1.522, -0.468, 0.561], [1.394, 1.241, 0.242], [1.449, -1.062, -0.740], [-0.678, 0.184, -0.621], [0.686, 0.188, -0.455], [-2.765, -1.096, 0.224], [-1.394, 1.544, -0.658], [-0.955, -0.617, 1.652], [2.784, 1.080, 0.172], [2.000, -1.592, 0.340], [0.978, 2.184, 0.796], [1.417, -1.646, -1.801], [0.141, -0.285, 2.121], [-1.142, -0.375, -1.542], [-3.372, -0.455, -0.309], [-3.436, -1.472, 1.063], [-2.586, -1.999, -0.397], [-2.453, 1.437, -0.547], [-1.171, 1.921, -1.633], [-0.718, 2.102, 0.039], [3.311, 0.657, -0.521], [3.251, 1.945, 0.533], [2.034, -1.231, 1.236], [2.749, -2.186, 0.243]], "lumo_ev": [-1.48, -0.70], "gap_ev": [8.061, 8.494], "largest_force_ha_per_bohr": 0.121, "de_lowest_ev": 5.1931, "e_homo_ev": [-9.5, -9.2], "total_energy_ev": -18045.7261, "charge": 0}

No. 2
{"formula": "C41H39CdN9O2SSe", "method": "the ωB97M-V functional and the def2-TZVPD basis", "species": ["Cd", "C", "C", "C", "C", "C", "C", "N", "C", "C", "C", "C", "C", "C", "N", "N", "C", "C", "C", "C", "C", "N", "H", "H", "H", "H", "H", "H", "H", "H", "H", "H", "H", "H", "H", "S", "C", "N", "N", "C", "C", "C", "C", "C", "C", "N", "N", "C", "C", "C", "C", "C", "C", "H", "H", "H", "H", "H", "H", "H", "H", "H", "H", "H", "N", "C", "C", "O", "O", "H", "H", "H", "H", "C", "C", "C", "C", "C", "C", "Se", "C", "C", "C", "H", "H", "H", "H", "H", "H", "H", "H", "H", "H", "H"], "positions_angstrom": [[-0.752, 0.934, 0.621], [-4.139, 5.529, 1.649], [-4.768, 4.297, 1.772], [-4.278, 3.192, 1.092], [-3.151, 3.294, 0.274], [-2.522, 4.534, 0.157], [-3.015, 5.636, 0.839], [-2.652, 2.135, -0.353], [-3.139, 1.796, -1.526], [-3.992, 2.642, -2.331], [-4.373, 2.280, -3.588], [-3.986, 1.047, -4.172], [-3.235, 0.183, -3.424], [-2.830, 0.513, -2.116], [-2.176, -0.356, -1.289], [-1.925, -1.520, -1.693], [-1.237, -2.283, -0.718], [-1.203, -3.664, -0.908], [-0.551, -4.439, 0.030], [0.045, -3.819, 1.120], [-0.024, -2.438, 1.212], [-0.648, -1.686, 0.310], [-4.510, 6.390, 2.192], [-5.635, 4.190, 2.414], [-4.744, 2.220, 1.205], [-1.628, 4.634, -0.444], [-2.498, 6.584, 0.748], [-4.295, 3.598, -1.925], [-4.987, 2.966, -4.163], [-4.293, 0.796, -5.179], [-2.935, -0.785, -3.806], [-1.683, -4.081, -1.782], [-0.499, -5.515, -0.090], [0.571, -4.385, 1.878], [0.432, -1.899, 2.032], [2.715, -0.312, 0.635], [3.237, -1.541, -0.414], [4.348, -2.204, -0.338], [4.509, -3.155, -1.403], [4.131, -4.465, -1.195], [4.683, -5.485, -1.985], [4.262, -6.795, -1.846], [3.284, -7.133, -0.915], [2.743, -6.124, -0.127], [3.152, -4.807, -0.254], [2.262, -1.940, -1.398], [2.275, -1.283, -2.442], [1.296, -1.728, -3.390], [0.789, -0.778, -4.266], [-0.180, -1.140, -5.190], [-0.609, -2.458, -5.262], [-0.066, -3.413, -4.409], [0.884, -3.053, -3.467], [5.438, -3.065, -1.783], [5.439, -5.232, -2.721], [4.702, -7.562, -2.473], [2.953, -8.158, -0.809], [1.980, -6.364, 0.605], [2.720, -4.031, 0.359], [1.150, 0.241, -4.198], [-0.607, -0.391, -5.844], [-1.366, -2.743, -5.982], [-0.394, -4.443, -4.472], [1.310, -3.774, -2.781], [0.442, 1.131, -1.349], [0.489, 2.539, -1.741], [0.521, 3.499, -0.533], [0.747, 4.687, -0.802], [0.279, 3.002, 0.604], [1.357, 0.787, -1.052], [0.101, 0.540, -2.096], [-0.414, 2.779, -2.308], [1.351, 2.775, -2.371], [2.784, 4.004, 6.264], [1.815, 3.148, 5.490], [0.689, 3.693, 4.895], [-0.216, 2.919, 4.171], [-1.385, 3.590, 3.515], [0.014, 1.544, 4.038], [-1.246, 0.414, 3.115], [1.157, 0.975, 4.627], [1.484, -0.484, 4.475], [2.031, 1.785, 5.343], [2.506, 5.058, 6.205], [3.799, 3.903, 5.873], [2.812, 3.723, 7.321], [0.509, 4.762, 4.976], [-1.485, 4.620, 3.863], [-2.313, 3.049, 3.705], [-1.239, 3.612, 2.433], [1.716, -0.717, 3.433], [0.641, -1.112, 4.769], [2.355, -0.742, 5.080], [2.917, 1.335, 5.783]], "lumo_ev": 4.07, "gap_ev": 6.419, "largest_force_ha_per_bohr": 0.007, "de_lowest_ev": 0.5178, "e_homo_ev": -2.3, "total_energy_ev": -141404.1585, "charge": -2}

No. 3
{"formula": "C5H6O2", "method": "the ωB97M-V functional and the def2-TZVPD basis", "species": ["C", "C", "C", "C", "C", "H", "H", "H", "H", "H", "H", "O", "O"], "positions_angstrom": [[-0.236, 1.612, 0.510], [0.560, 0.282, -1.360], [0.852, -0.912, -0.859], [-0.361, -0.945, 1.031], [-0.414, 0.431, 1.372], [-0.877, 2.509, 0.919], [0.878, 1.857, 0.504], [0.893, 0.767, -2.351], [1.637, -1.454, -1.322], [-0.509, -1.468, 2.132], [-0.637, 0.692, 2.480], [-0.526, 1.084, -0.905], [0.053, -1.798, 0.090]], "lumo_ev": 0.89, "gap_ev": 9.578, "largest_force_ha_per_bohr": 0.153, "de_lowest_ev": 4.5956, "e_homo_ev": -8.7, "total_energy_ev": -9372.5001, "smiles": "C1=COC=COC1", "charge": 0}

No. 4
{"formula": "C4H11NS", "method": "the ωB97M-V functional and the def2-TZVPD basis", "species": ["C", "S", "C", "H", "H", "H", "H", "H", "H", "C", "C", "N", "H", "H", "H", "H", "H"], "positions_angstrom": [[-1.973, -1.956, 0.779], [-0.881, -2.849, -0.342], [-0.033, -1.420, -1.078], [-2.585, -2.703, 1.278], [-1.322, -1.603, 1.582], [-2.517, -1.158, 0.290], [-0.726, -0.589, -1.181], [0.555, -1.804, -1.910], [0.764, -1.041, -0.427], [1.618, 1.996, -0.951], [1.036, 2.311, 0.212], [0.388, 1.379, 1.050], [1.490, 1.134, -1.586], [1.987, 2.886, -1.455], [1.177, 3.250, 0.734], [0.177, 1.683, 1.964], [0.845, 0.484, 1.039]], "lumo_ev": 0.92, "gap_ev": 9.343, "largest_force_ha_per_bohr": 0.041, "de_lowest_ev": 1.3743, "e_homo_ev": -8.4, "total_energy_ev": -16650.4190, "smiles": "C=CN.CSC", "charge": 0}

No. 5
{"formula": "C17H17NO4", "method": "the ωB97M-V functional and the def2-TZVPD basis", "species": ["N", "O", "O", "C", "O", "C", "C", "C", "C", "C", "C", "C", "C", "C", "C", "C", "O", "C", "C", "C", "C", "C", "H", "H", "H", "H", "H", "H", "H", "H", "H", "H", "H", "H", "H", "H", "H", "H", "H"], "positions_angstrom": [[-0.086, -0.678, 2.868], [-1.174, -0.137, 2.907], [1.015, -0.164, 2.878], [2.576, -4.665, 8.476], [3.141, -4.194, 7.228], [2.299, -3.948, 6.190], [2.885, -3.385, 5.027], [2.093, -2.986, 3.985], [0.692, -3.183, 4.004], [-0.116, -2.871, 2.858], [-1.421, -3.362, 2.687], [-2.256, -2.983, 1.640], [-3.642, -3.317, 1.553], [-4.378, -3.152, 0.350], [-5.717, -3.473, 0.278], [-6.386, -3.958, 1.431], [-7.704, -4.231, 1.279], [-8.448, -4.723, 2.416], [-5.664, -4.195, 2.630], [-4.313, -3.861, 2.684], [0.107, -3.720, 5.178], [0.888, -4.143, 6.245], [3.437, -4.738, 9.140], [1.839, -3.953, 8.877], [2.103, -5.650, 8.349], [3.963, -3.239, 5.002], [2.508, -2.508, 3.099], [0.362, -2.438, 1.980], [-1.802, -4.085, 3.420], [-1.808, -2.424, 0.824], [-3.851, -2.753, -0.507], [-6.281, -3.314, -0.623], [-9.466, -4.826, 2.035], [-8.061, -5.698, 2.752], [-8.420, -4.012, 3.256], [-6.164, -4.595, 3.520], [-3.783, -3.985, 3.630], [-0.980, -3.837, 5.245], [0.425, -4.581, 7.142]], "lumo_ev": -1.02, "gap_ev": 6.347, "largest_force_ha_per_bohr": 0.049, "de_lowest_ev": 6.5187, "e_homo_ev": -7.4, "total_energy_ev": -27579.4943, "charge": 0}

No. 6
{"formula": "C6H8N2", "method": "the ωB97M-V functional and the def2-TZVPD basis", "species": ["C", "C", "C", "C", "C", "C", "H", "H", "H", "H", "H", "H", "H", "H", "N", "N"], "positions_angstrom": [[-0.699, -1.809, 0.611], [-0.210, -1.375, -0.675], [0.946, -0.430, -0.582], [-1.198, 0.720, 0.199], [-0.079, 1.308, 0.805], [0.867, 1.853, -0.222], [-0.140, -1.516, 1.512], [-1.225, -2.812, 0.731], [-0.379, -1.977, -1.621], [1.490, -0.512, 0.479], [-1.795, 1.165, -0.635], [0.501, 0.665, 1.415], [2.029, 1.895, -0.004], [0.477, 2.804, -0.758], [0.808, 0.687, -1.304], [-1.396, -0.666, 0.049]], "lumo_ev": -0.02, "gap_ev": 8.329, "largest_force_ha_per_bohr": 0.081, "de_lowest_ev": 7.0942, "e_homo_ev": -8.4, "total_energy_ev": -9324.6133, "smiles": "C1=CN2C[C@@H]2C=NC1", "charge": 0}